(1)
Computed, not measured: one molecule with the formula C8H14, with the ωB97M-V functional and the def2-TZVPD basis.

```
22
Properties=species:S:1:pos:R:3:forces:R:3
C -1.723 3.325 -0.309 -0.252 -0.635 -0.664
C -1.583 2.343 -1.208 0.516 0.890 0.691
C -1.389 0.917 -0.931 -0.433 -0.355 -0.512
C -0.337 0.216 -1.342 0.598 -1.090 0.786
C -0.275 -1.275 -1.156 0.196 -0.764 -0.147
C 0.749 -1.785 -0.128 0.108 0.769 0.740
C 0.686 -1.080 1.250 -0.068 -0.559 -0.255
C 2.027 -1.037 1.991 -0.682 0.403 -0.269
H -2.113 3.160 0.684 0.584 0.047 0.352
H -1.439 4.305 -0.661 -0.710 0.429 0.240
H -1.471 2.705 -2.222 0.614 -0.378 -0.205
H -2.123 0.322 -0.390 -0.340 0.308 -0.202
H 0.651 0.587 -1.619 -0.523 0.688 -0.615
H -0.006 -1.759 -2.106 -0.012 0.276 -0.025
H -1.246 -1.712 -0.935 -0.331 0.278 0.237
H 0.553 -2.840 0.082 0.321 -0.074 -0.448
H 1.763 -1.653 -0.514 -0.003 -0.207 -0.163
H -0.013 -1.679 1.837 -0.180 0.337 0.264
H 0.284 -0.071 1.160 -0.015 0.015 -0.049
H 2.357 -2.046 2.232 0.252 0.094 0.056
H 2.763 -0.501 1.391 0.184 -0.230 -0.051
H 1.886 -0.443 2.893 0.177 -0.243 0.238
```
Positions in Å, forces in eV/Å.

* SMILES: C=C/C=C/CCCC
* relative energy (zero: lowest compared OMol25 entry of this formula, charge and spin): 42.9 kcal/mol


(2)
Computed, not measured: C34H31IInN8O3PS2Te as an isolated structure, with the ωB97M-V functional and the def2-TZVPD basis.

```
82
Properties=species:S:1:pos:R:3:forces:R:3
In -0.683 -0.233 0.098 -0.462 0.247 -0.257
C -3.116 0.508 4.009 -0.019 -0.049 0.051
C -2.361 -0.076 2.859 -0.005 -0.188 -0.034
N -2.201 0.514 1.740 0.075 0.111 0.080
N -2.744 1.726 1.488 0.057 -0.210 -0.371
C -3.117 1.778 0.207 -0.012 -0.034 0.453
N -3.550 2.976 -0.224 -0.177 -0.001 -0.118
S -3.163 0.408 -0.857 0.007 0.122 0.052
C -1.926 -1.498 2.865 -0.026 0.146 -0.113
C -2.108 -2.307 3.979 -0.004 -0.118 0.148
C -1.889 -3.670 3.866 -0.019 0.002 0.084
C -1.508 -4.199 2.644 0.021 0.008 -0.035
C -1.311 -3.320 1.592 -0.068 0.210 0.063
N -1.492 -2.006 1.702 -0.131 -0.130 -0.006
H -3.342 1.548 3.792 0.006 0.007 -0.003
H -2.531 0.451 4.931 -0.011 0.002 -0.030
H -4.055 -0.026 4.175 0.036 0.002 -0.002
H -3.256 3.789 0.297 0.031 -0.016 0.031
H -3.639 3.080 -1.219 0.042 -0.004 0.076
H -2.440 -1.875 4.913 0.004 -0.021 -0.022
H -2.035 -4.316 4.722 0.002 0.010 -0.004
H -1.360 -5.261 2.505 -0.003 0.036 0.000
H -0.990 -3.674 0.618 -0.067 0.031 0.042
I 2.635 0.265 -0.921 0.032 0.031 0.091
C 1.998 -0.897 -2.537 -0.228 -0.062 0.074
C 2.924 -0.979 -3.539 -0.039 -0.063 -0.141
C 2.684 -1.763 -4.684 0.127 0.071 0.024
C 1.526 -2.466 -4.775 -0.081 -0.035 0.009
C 0.550 -2.401 -3.750 0.027 0.050 0.066
C -0.625 -3.176 -3.898 0.045 -0.047 -0.090
C -1.595 -3.156 -2.950 -0.100 0.038 0.142
C -1.440 -2.319 -1.822 0.121 0.012 -0.077
C -0.330 -1.530 -1.617 0.316 0.005 -0.055
C 0.736 -1.582 -2.588 -0.038 -0.108 -0.045
H 3.856 -0.438 -3.453 0.003 -0.012 0.002
H 3.430 -1.812 -5.468 -0.024 0.017 0.029
H 1.326 -3.095 -5.636 -0.012 0.020 0.032
H -0.733 -3.783 -4.791 0.023 0.027 0.037
H -2.496 -3.747 -3.069 0.022 0.019 0.033
H -2.264 -2.273 -1.117 -0.023 0.011 -0.006
S 4.604 -1.036 6.123 0.171 -0.048 0.362
N 4.221 -2.150 5.023 0.041 0.068 -0.034
C 3.354 -1.579 4.207 -0.228 -0.062 -0.289
C 2.752 -2.199 3.035 0.232 -0.049 0.273
C 3.088 -3.477 2.587 0.054 0.028 0.103
C 2.511 -3.951 1.432 -0.038 -0.037 -0.054
C 1.589 -3.141 0.771 0.096 0.063 0.001
N 1.245 -1.943 1.207 0.154 0.026 -0.231
C 1.827 -1.458 2.302 -0.195 0.346 -0.093
C 1.500 -0.058 2.663 -0.209 -0.116 -0.163
N 0.626 0.620 1.891 0.169 0.140 -0.038
C 0.392 1.909 2.145 0.052 -0.188 0.032
C 0.993 2.586 3.202 0.009 0.031 0.036
C 1.852 1.898 4.021 0.091 -0.014 0.117
C 2.117 0.554 3.751 0.219 -0.072 0.241
C 3.046 -0.236 4.552 -0.269 0.103 -0.260
N 3.683 0.190 5.627 0.066 -0.032 -0.062
H 3.809 -4.058 3.148 -0.014 0.003 -0.028
H 2.762 -4.925 1.033 0.002 0.032 0.015
H 1.118 -3.465 -0.153 0.028 0.020 0.011
H -0.290 2.417 1.478 0.008 -0.005 0.048
H 0.775 3.634 3.353 -0.007 -0.035 -0.029
H 2.342 2.370 4.863 -0.017 -0.004 -0.029
C -3.206 4.474 -3.246 -0.018 0.041 -0.031
C -1.930 3.728 -3.560 0.058 -0.156 0.012
O -1.630 2.804 -2.499 -0.134 0.099 -0.015
P -0.295 2.947 -1.629 0.269 -0.116 0.072
O -0.341 1.871 -0.565 -0.099 -0.214 -0.270
Te 0.004 5.120 -0.784 -0.018 0.039 0.051
O 0.823 2.502 -2.686 0.076 0.060 -0.058
C 1.835 3.297 -3.314 0.011 -0.203 -0.005
C 1.674 3.221 -4.815 0.026 -0.004 -0.043
H -3.475 5.120 -4.085 -0.002 -0.035 0.047
H -3.069 5.096 -2.361 -0.012 -0.005 0.001
H -4.027 3.772 -3.082 -0.006 0.052 -0.069
H -1.108 4.430 -3.701 0.065 0.047 0.052
H -2.038 3.136 -4.468 0.031 -0.054 -0.022
H 2.798 2.881 -3.010 0.009 -0.029 0.038
H 1.787 4.322 -2.952 -0.095 0.114 0.075
H 1.723 2.186 -5.159 0.002 0.035 0.028
H 2.473 3.788 -5.299 -0.029 -0.025 -0.004
H 0.717 3.640 -5.127 0.005 0.016 -0.001
```
Positions in Å, forces in eV/Å.

* relative energy (zero: lowest compared OMol25 entry of this formula, charge and spin): 20.3 kcal/mol


(3)
Computed, not measured: a 2-piece molecular cluster, C27H18N5O4P overall, with the ωB97M-V functional and the def2-TZVPD basis.

```
55
Properties=species:S:1:pos:R:3:forces:R:3
C -4.663 2.510 0.562 0.245 -0.286 -0.078
C -5.215 1.340 0.029 0.108 0.060 0.027
C -4.396 0.264 -0.320 0.311 0.078 -0.004
C -3.000 0.341 -0.143 -0.447 0.553 0.306
P -1.936 -1.018 -0.718 -0.148 -1.750 -0.169
C -1.558 -0.656 -2.455 -0.088 0.036 -0.462
C -0.751 -1.563 -3.163 0.093 0.179 0.016
C -0.361 -1.281 -4.473 -0.143 0.048 0.105
C -0.804 -0.119 -5.109 -0.119 -0.041 0.351
C -1.646 0.761 -4.425 0.002 -0.110 0.022
C -2.032 0.497 -3.109 0.209 -0.184 0.176
C -0.384 -0.897 0.214 0.292 0.446 0.295
C -0.285 -1.601 1.425 0.434 0.223 -0.045
C 0.920 -1.615 2.132 -0.209 0.194 -0.188
C 2.017 -0.883 1.660 -0.194 0.040 -0.178
C 1.905 -0.143 0.478 -0.130 -0.100 0.171
C 0.710 -0.149 -0.251 -0.079 -0.177 0.352
C -2.441 -2.693 -0.548 0.084 1.360 0.065
C -2.888 -3.490 -1.608 -1.075 -1.507 -1.587
N -3.280 -4.248 -2.424 0.930 1.671 1.533
C -2.455 1.513 0.418 -0.168 -0.110 -0.161
C -3.280 2.590 0.757 -0.081 -0.122 -0.036
H -5.305 3.354 0.829 0.215 -0.305 -0.094
H -6.293 1.269 -0.119 0.321 -0.013 0.037
H -4.834 -0.640 -0.744 0.109 0.166 0.116
H -0.419 -2.488 -2.685 -0.093 0.305 -0.105
H 0.290 -1.978 -4.997 -0.185 0.129 0.101
H -0.506 0.095 -6.135 -0.066 -0.056 0.287
H -2.011 1.663 -4.916 0.082 -0.235 0.109
H -2.697 1.194 -2.593 0.248 -0.220 -0.122
H -1.156 -2.123 1.825 0.253 0.121 -0.192
H 0.991 -2.184 3.062 0.047 0.251 -0.247
H 2.950 -0.876 2.227 -0.287 -0.028 -0.223
H 2.746 0.456 0.123 -0.228 -0.232 0.109
H 0.626 0.441 -1.166 0.034 -0.261 0.213
H -2.579 -3.111 0.452 0.123 0.306 -0.277
H -1.378 1.594 0.581 -0.290 -0.050 -0.046
H -2.840 3.497 1.175 -0.122 -0.305 -0.114
N 2.408 -5.933 1.660 -2.463 -0.173 0.771
C 1.299 -6.009 2.024 1.974 0.417 -0.965
C -0.032 -6.120 2.566 -1.056 1.951 0.524
C -0.794 -4.977 2.932 1.702 -0.742 -0.293
C -1.822 -5.182 3.862 -0.276 0.332 1.490
N -2.155 -4.350 4.931 0.322 -1.151 -0.696
O -1.805 -3.228 5.256 -0.567 -0.900 -0.382
O -2.895 -5.158 5.827 0.019 0.397 -1.209
N -3.047 -6.443 5.334 1.289 0.523 -1.365
C -2.329 -6.460 4.182 -0.770 -0.918 1.843
C -1.754 -7.617 3.509 1.372 1.253 -0.718
N -2.304 -8.955 3.562 -0.694 -3.112 -0.230
O -3.348 -9.216 4.188 2.016 1.443 -0.959
O -1.682 -9.836 2.915 -0.942 1.864 1.209
C -0.530 -7.415 2.846 -1.936 -1.125 0.775
H -0.536 -3.952 2.658 0.347 -0.493 0.111
H 0.025 -8.298 2.514 -0.327 0.361 0.032
```
Positions in Å, forces in eV/Å.


(4)
Computed, not measured: an isolated ion of composition C8H13N5 and charge +2, with the ωB97M-V functional and the def2-TZVPD basis.

```
26
Properties=species:S:1:pos:R:3:forces:R:3
C 0.427 3.396 -0.958 -1.115 -1.864 1.120
C -0.931 3.833 -1.067 2.162 -2.009 0.201
C 0.958 0.098 0.399 1.964 1.633 -1.534
C 0.176 -1.053 0.957 0.560 0.173 -1.292
C -1.119 -1.231 0.141 3.385 1.913 -2.158
C -1.051 1.190 -0.185 1.069 3.685 -1.428
C 1.018 -2.287 1.056 1.451 -3.152 2.726
C -0.831 -1.515 -1.351 -1.502 -3.159 1.473
N 0.958 2.243 -0.669 1.644 2.414 -0.259
N -2.004 4.160 -1.180 -2.713 1.122 -0.302
N 0.273 1.129 -0.303 -3.267 -1.514 1.628
N 2.231 0.269 0.535 0.874 -2.234 1.022
N -1.794 0.118 0.261 -0.048 -2.630 1.467
H 1.003 4.272 -0.945 1.962 0.547 -0.551
H -0.003 -0.674 1.929 -0.720 0.127 1.619
H -1.680 -1.958 0.532 -2.402 -2.603 1.742
H 1.681 -2.554 0.223 -0.885 0.027 -0.305
H 0.475 -3.215 1.504 0.205 1.514 -1.613
H 1.765 -2.343 1.920 -0.733 1.181 -0.793
H -1.818 -1.464 -1.794 -0.067 -0.115 -0.703
H -0.441 -2.606 -1.531 -0.534 2.279 0.436
H -0.233 -0.760 -1.721 1.419 1.074 -1.301
H 2.794 -0.485 1.015 -0.968 0.917 -0.503
H 2.840 0.997 0.155 -0.850 0.452 -0.194
H -2.689 0.235 -0.197 -0.740 -0.368 -0.303
H -2.005 0.204 1.275 -0.153 0.593 -0.192
```
Positions in Å, forces in eV/Å.

* relative energy (zero: lowest compared OMol25 entry of this formula, charge and spin): 149.4 kcal/mol
* total charge: +2


(5)
Computed, not measured: one molecule with the formula C6H10, with the ωB97M-V functional and the def2-TZVPD basis.

```
16
Properties=species:S:1:pos:R:3:forces:R:3
C 1.718 -0.074 0.323 0.196 0.012 0.066
C 0.685 -1.170 -0.013 -0.073 -0.151 0.078
C -0.331 -0.037 -0.164 -0.069 0.018 -0.004
C 0.829 0.917 -0.468 -0.021 0.190 -0.071
C -1.400 0.396 0.799 -0.009 0.041 0.213
C -1.762 -0.091 -0.581 -0.077 -0.036 -0.211
H 2.759 -0.211 0.016 -0.184 0.002 -0.010
H 1.680 0.151 1.394 0.063 0.021 -0.159
H 0.904 -1.591 -1.004 -0.097 0.026 0.198
H 0.508 -1.990 0.689 -0.023 0.192 0.010
H 1.104 0.931 -1.529 -0.077 -0.023 0.129
H 0.745 1.944 -0.098 0.011 -0.147 -0.068
H -1.705 -0.193 1.659 0.180 -0.054 -0.157
H -1.451 1.472 0.960 -0.011 -0.220 0.020
H -2.178 0.603 -1.305 0.140 -0.046 0.079
H -2.190 -1.091 -0.616 0.051 0.174 -0.114
```
Positions in Å, forces in eV/Å.

* SMILES: C1CC2(C1)CC2
* relative energy (zero: lowest compared OMol25 entry of this formula, charge and spin): 32.3 kcal/mol


(6)
Computed, not measured: C3H4FN3O as an isolated structure, with the ωB97M-V functional and the def2-TZVPD basis.

```
12
Properties=species:S:1:pos:R:3:forces:R:3
C -0.786 0.014 -0.090 -0.825 -0.269 0.850
C -0.371 -1.291 -0.020 1.539 -3.446 -1.713
C 0.366 0.721 -0.024 0.448 -0.615 0.055
H -2.412 -0.022 0.940 -0.769 -0.378 1.377
H -2.365 1.362 0.014 0.534 -2.472 0.073
H -0.892 -2.251 -0.190 -0.305 1.021 0.393
H 3.006 0.608 -0.835 -0.651 -1.933 5.124
N -2.149 0.301 0.053 -0.630 3.720 -1.578
N 0.959 -1.469 -0.077 0.200 2.238 1.286
N 1.398 -0.173 0.023 0.213 -0.151 -0.056
O 2.734 0.180 0.267 -0.343 1.596 -6.018
F 0.513 2.020 -0.063 0.588 0.690 0.206
```
Positions in Å, forces in eV/Å.

* relative energy (zero: lowest compared OMol25 entry of this formula, charge and spin): 93.8 kcal/mol


| no. | gap between HOMO and LUMO (Eh) | HOMO energy (eV) | calculated total energy (eV) |
| --- | --- | --- | --- |
| 1 | 0.3669 | -8.8 | -8521.2191 |
| 2 | 0.2195 | -6.9 | -105355.9989 |
| 3 | 0.1845 | -7.6 | -53210.1284 |
| 4 | 0.3048 | -17.8 | -15934.2684 |
| 5 | 0.4070 | -9.9 | -6382.4595 |
| 6 | 0.3232 | -8.7 | -12406.8609 |